Entry from the Open Molecules 2025 dataset: a 10-piece molecular cluster, C6H32O10 overall in a non-equilibrium geometry (ωB97M-V/def2-TZVPD).

Results
LUMO level   -0.28 eV
HOMO level   -8.3 eV
Frontier orbital gap   8.0167 eV
Molar mass   264.31 g mol⁻¹
Net charge   0

Last column: Löwdin charge in e.
Element x y z (Å)
1 H 25.430 3.107 -17.145  0.077
2 C 28.139 3.178 -17.652  -0.067
3 O 27.407 -0.551 -15.046  -0.052
4 H 22.727 -0.783 -16.773  0.076
5 O 23.852 1.432 -15.217  -0.069
6 H 24.507 -1.627 -14.679  0.057
7 H 27.163 1.563 -16.671  0.110
8 H 24.353 -3.929 -20.773  0.130
9 H 28.001 -2.977 -19.348  0.031
10 H 27.765 1.248 -21.386  0.152
11 H 22.786 -1.978 -21.402  0.066
12 H 23.741 -3.218 -17.845  0.054
13 H 26.875 0.171 -14.687  0.030
14 O 27.011 1.689 -20.958  0.155
15 H 23.374 1.135 -16.018  0.002
16 H 26.791 -1.294 -15.122  0.011
17 H 24.887 -4.365 -18.457  0.072
18 C 25.745 2.450 -17.970  -0.071
19 H 22.474 -1.756 -19.701  0.056
20 H 26.149 1.284 -21.310  0.085
21 H 29.106 2.910 -17.221  0.075
22 H 24.866 -0.655 -17.516  0.066
23 H 21.905 -3.215 -20.440  0.075
24 H 28.309 3.598 -18.647  0.073
25 H 26.397 -0.193 -17.937  0.116
26 O 23.190 -0.223 -17.418  -0.056
27 H 26.542 -3.445 -19.365  -0.013
28 H 23.206 -4.663 -18.761  0.078
29 O 24.978 0.169 -21.469  -0.085
30 O 27.428 -3.676 -19.017  -0.082
31 H 26.983 1.451 -19.920  0.095
32 C 23.948 -3.861 -18.708  -0.064
33 H 25.016 1.650 -17.854  0.042
34 H 24.045 0.382 -21.574  0.056
35 H 25.594 -1.523 -18.706  0.084
36 H 25.647 3.049 -18.880  0.077
37 H 22.533 -0.023 -18.100  0.085
38 O 25.744 -1.002 -17.836  0.123
39 O 27.594 0.950 -18.530  -0.277
40 H 25.022 -0.823 -21.211  0.060
41 O 24.514 -2.024 -15.562  -0.045
42 O 25.117 -2.223 -20.118  -0.314
43 H 24.290 -2.954 -15.415  0.064
44 C 24.069 -3.145 -20.052  -0.583
45 C 22.745 -2.516 -20.454  -0.070
46 C 27.187 1.999 -17.687  -0.597
47 H 27.757 3.955 -16.980  0.074
48 H 23.172 1.542 -14.541  0.039


Entry from the Open Molecules 2025 dataset: an isolated molecule of C4H9NOS in a non-equilibrium geometry (ωB97M-V/def2-TZVPD).

Results
LUMO level   0.62 eV
HOMO level   -9.5 eV
Frontier orbital gap   10.1548 eV
Molar mass   119.19 g mol⁻¹
Structure (SMILES)   O=CNCCCS
Net charge   0

Last column: Löwdin charge in e.
Element x y z (Å)
1 C -0.555 0.453 0.688  -0.222
2 H 1.490 0.167 0.659  0.116
3 H -1.329 0.976 0.109  0.118
4 H 0.495 1.765 -1.720  0.073
5 H -0.813 0.718 1.711  0.110
6 H 0.088 0.137 -3.374  -0.144
7 N -0.765 -0.987 0.638  0.010
8 C 0.813 0.875 0.164  -0.243
9 H 1.041 1.899 0.460  0.111
10 H -1.382 -1.114 2.578  0.130
11 H -0.411 -1.457 -0.182  0.057
12 O -1.067 -2.941 1.788  0.019
13 H 2.073 0.959 -1.564  0.059
14 C -1.097 -1.736 1.709  -0.385
15 C 1.012 0.872 -1.363  -0.534
16 S 0.407 -0.586 -2.300  0.723


Entry from the Open Molecules 2025 dataset: a 2-piece molecular cluster, C4H11INO overall in a non-equilibrium geometry (ωB97M-V/def2-TZVPD).

Results
LUMO level   -3.06 eV
HOMO level   -12.6 eV
Frontier orbital gap   9.5249 eV
Molar mass   216.04 g mol⁻¹
Net charge   +1

Last column: Löwdin charge in e.
Element x y z (Å)
1 H -4.666 1.466 -4.166  -0.294
2 H 2.156 -1.206 0.463  0.105
3 H 1.211 1.435 1.024  0.154
4 H -1.069 -1.460 2.323  0.132
5 H -1.183 0.519 -0.354  0.149
6 C 0.097 -0.532 1.060  -0.475
7 C -0.170 0.238 -0.130  -0.166
8 H 1.589 -0.224 -1.083  0.070
9 H 1.747 -1.312 2.324  0.112
10 H 1.271 1.381 -1.068  0.086
11 O -1.079 -0.939 1.532  0.122
12 C 0.772 0.462 -1.268  0.007
13 H -0.356 1.646 1.592  0.167
14 H 0.963 -2.528 1.037  0.157
15 N 0.291 1.043 1.114  0.222
16 H 0.323 0.344 -2.252  0.102
17 I -3.247 1.079 -3.419  0.313
18 C 1.350 -1.412 1.269  0.036


Entry from the Open Molecules 2025 dataset: C21H25N7O3PSSn as an isolated structure in a non-equilibrium geometry (ωB97M-V/def2-TZVPD).

Results
LUMO level (spin up / spin down)   -13.14 / -12.74 eV
HOMO level (spin up / spin down)   -15.5 / -15.3 eV
Frontier orbital gap (spin up / spin down)   2.3470 / 2.5989 eV
Molar mass   605.23 g mol⁻¹
Net charge   +3

Last column: Löwdin charge in e.
Element x y z (Å)
1 H 0.249 -2.786 16.234  0.081
2 C -8.345 2.844 19.637  -0.019
3 H 0.517 -2.035 14.689  0.110
4 H -11.404 -2.547 18.596  0.143
5 H -0.740 1.374 22.454  0.123
6 N -6.013 1.751 18.550  0.117
7 C -3.537 0.012 21.342  -0.280
8 C -7.063 2.100 17.821  -0.211
9 H -5.364 -1.601 11.697  0.156
10 H -1.988 -2.705 22.562  0.123
11 H -0.087 0.451 16.191  0.091
12 C -1.459 0.585 22.262  -0.033
13 O -2.151 -2.943 17.683  -0.275
14 N -5.522 -2.303 12.434  0.144
15 Sn -6.449 -1.349 16.456  1.082
16 H -12.596 -0.970 16.958  0.145
17 H -3.789 -3.636 16.669  0.030
18 H -2.997 2.031 21.644  0.124
19 C -8.251 2.587 18.262  -0.051
20 H -0.864 1.061 17.632  0.095
21 H -9.199 3.410 20.030  0.133
22 H -0.259 -3.725 14.771  0.114
23 H -9.144 0.491 14.076  0.164
24 C -0.159 -2.723 15.228  -0.074
25 C -7.272 2.513 20.471  0.036
26 N -5.086 1.559 20.765  0.127
27 C -2.652 1.004 21.705  0.001
28 H -8.892 -2.299 18.670  0.139
29 H -5.200 -3.260 12.301  0.125
30 C -9.393 -0.458 15.992  -0.283
31 C -8.609 0.036 14.907  0.051
32 O -1.471 -2.126 15.290  -0.327
33 H -7.357 2.607 21.558  0.131
34 H -11.269 0.173 15.179  0.139
35 P -2.056 -1.610 16.771  0.977
36 O -0.761 -1.032 17.563  -0.289
37 C -11.511 -1.084 16.927  0.025
38 C -3.306 -3.763 17.632  -0.106
39 H -3.985 -3.513 18.434  0.083
40 C -6.124 1.940 19.859  -0.292
41 C -2.149 -1.683 22.244  -0.063
42 C -0.213 0.275 17.251  -0.055
43 C -3.306 -1.337 21.595  -0.008
44 C -10.904 -1.895 17.883  0.046
45 N -8.787 -1.139 16.998  -0.037
46 N -7.338 -0.412 14.787  -0.213
47 H -4.028 -2.123 21.298  0.128
48 C -1.181 -0.753 22.549  -0.011
49 H 0.767 0.262 17.739  0.116
50 N -4.746 0.350 20.759  0.130
51 C -9.505 -1.774 17.922  -0.066
52 H -2.950 -4.797 17.724  0.122
53 S -6.184 -3.278 14.854  0.620
54 C -6.125 -1.987 13.612  -0.749
55 C -10.787 -0.424 15.930  0.064
56 N -6.588 -0.704 13.657  0.064
57 H -9.070 2.729 17.585  0.110
58 H -0.197 -1.034 22.965  0.141
59 H -6.904 2.001 16.748  0.095


Entry from the Open Molecules 2025 dataset: an isolated molecule of C5H8 (ωB97M-V/def2-TZVPD).

Results
LUMO level   0.74 eV
HOMO level   -8.4 eV
Frontier orbital gap   9.1229 eV
Molar mass   68.12 g mol⁻¹
Net charge   0

Last column: Löwdin charge in e.
Element x y z (Å)
1 H -1.557 0.885 -0.681  0.108
2 C -0.584 1.079 -0.219  -0.164
3 H -0.436 -1.660 0.305  0.101
4 C -0.425 0.380 1.143  -0.171
5 H 1.192 -1.218 0.894  0.111
6 H -1.334 0.165 1.712  0.103
7 H 0.284 0.907 1.789  0.108
8 C 0.263 -0.831 0.474  -0.144
9 H 0.965 -1.546 -1.857  0.021
10 H -0.363 2.148 -0.252  0.102
11 H 1.490 0.515 -0.821  0.137
12 C 0.463 0.128 -0.820  -0.418
13 C 0.042 -0.954 -1.668  0.107


Entry from the Open Molecules 2025 dataset: a 2-piece molecular cluster, C2HF2N overall in a non-equilibrium geometry (ωB97M-V/def2-TZVPD).

Results
LUMO level (spin up / spin down)   -1.12 / -1.28 eV
HOMO level (spin up / spin down)   -9.9 / -10.8 eV
Frontier orbital gap (spin up / spin down)   8.8213 / 9.5150 eV
Molar mass   77.03 g mol⁻¹
Net charge   0

Last column: Löwdin charge in e.
Element x y z (Å)
1 C -1.470 -1.137 -0.116  -0.200
2 H 0.589 0.148 0.008  0.188
3 N -1.343 -2.278 -0.105  0.185
4 C -1.508 0.273 -0.059  -0.435
5 F -1.764 0.858 1.098  0.119
6 F -1.911 1.003 -1.070  0.143


Ordered energy above the lowest of the compared OMol25 structures with the same formula, charge and spin results: 288.3 83.5 154.4 399.1 387.2 371.7; unit kJ/mol.